Below is 3 unconnected molecules or ions with the total composition C3H14NO2S2, with properties calculated with wB97M-V/def2-TZVPD.

* net charge: +1
* ΔE to the lowest compared entry with this formula, charge and spin: 8.2 kJ/mol
* energy: -1124.09233 a.u.

Geometry (Å):
N: -0.17 0.49 -0.78
C: -0.05 0.04 0.69
C: 1.04 0.84 1.35
C: 0.04 -1.47 0.84
S: -1.29 -2.26 -0.15
S: -0.86 -4.25 -0.05
H: -0.83 1.27 -0.76
H: 0.74 0.76 -1.20
H: -0.52 -0.27 -1.37
H: -1.05 0.26 1.07
H: 2.03 0.66 0.94
H: 0.87 1.91 1.21
H: 1.18 0.62 2.40
H: 0.95 -1.96 0.50
H: -0.02 -1.60 1.92
H: -1.32 -4.54 1.17
H: -3.37 1.67 -1.48
H: -3.03 2.44 -0.29
O: -2.82 1.58 -0.69
H: 2.82 1.76 -2.39
H: 3.17 0.71 -1.35
O: 2.47 1.33 -1.59

These are the Mulliken partial charges, in e, on atoms 1 to 2: atom 1 (N): -0.14, atom 2 (C): 0.30



Below is 4 unconnected molecules or ions with the total composition C3H14NO3, with properties calculated with wB97M-V/def2-TZVPD.

* net charge: +2
* ΔE to the lowest compared entry with this formula, charge and spin: 66.4 kJ/mol
* ⟨S²⟩: 0.754
* energy: -402.41870 a.u.
* 2S+1: 2

Geometry (Å):
C: -0.73 0.76 3.35
C: -0.74 0.21 1.98
C: 0.31 0.50 1.15
N: 0.18 0.24 -0.28
H: -0.58 1.81 3.57
H: -1.69 0.50 3.83
H: -0.12 0.03 3.96
H: -1.61 -0.41 1.74
H: 1.21 1.08 1.31
H: -0.66 0.58 -0.77
H: 0.99 0.63 -0.81
H: 0.15 -0.78 -0.52
H: 3.52 1.14 -1.18
H: 2.83 -0.30 -1.46
O: 2.73 0.59 -1.08
H: -0.68 0.81 -3.85
H: -1.61 0.96 -2.64
O: -0.94 0.35 -3.03
H: -1.05 -3.08 -0.08
H: -1.06 -2.66 -1.53
O: -1.07 -2.30 -0.66

These are the Mulliken partial charges, in e, on atoms 1 to 2: atom 1 (C): -1.11, atom 2 (C): 0.09